{"formula": "C4H5NO2S", "method": "ωB97M-V/def2-TZVPD", "elements": ["C", "N", "O", "C", "C", "O", "C", "S", "H", "H", "H", "H", "H"], "xyz": [[-2.54, -0.72, -0.32], [-1.27, -0.67, -0.65], [-0.47, -0.57, 0.58], [0.81, 0.17, 0.47], [0.70, 1.69, -0.03], [-0.29, 2.21, -0.39], [1.77, -0.68, -0.24], [3.30, -0.37, -0.29], [-2.84, -0.51, 0.86], [-3.38, -1.22, -0.92], [1.34, 0.09, 1.50], [1.59, 2.34, -0.01], [1.27, -1.79, -0.58]], "nbo_charge": [-0.12, -0.13, -0.41, -0.12, 0.43, -0.47, -0.32, 0.10, 0.18, 0.22, 0.26, 0.14, 0.24], "smiles": "C=NO[C@H](C=O)C=S", "e_above_lowest_kj_mol": 591.7, "largest_force_ev_per_a": 4.7, "e_homo_ev": -9.03, "homo_lumo_gap_ev": 8.6423}

{"formula": "C4H5NO2S", "method": "ωB97M-V/def2-TZVPD", "elements": ["C", "C", "O", "C", "C", "S", "N", "O", "H", "H", "H", "H", "H"], "xyz": [[0.41, 2.44, -1.14], [0.50, 1.36, -0.37], [1.35, 1.15, 0.64], [0.99, 0.01, 1.34], [-0.04, -0.67, 0.47], [-0.76, -2.12, 0.54], [-0.27, 0.20, -0.51], [-1.23, 0.03, -1.44], [1.16, 3.26, -1.05], [-0.39, 2.51, -1.84], [0.63, 0.20, 2.35], [1.78, -0.63, 1.43], [-1.34, -0.97, -1.44]], "nbo_charge": [-0.54, 0.44, -0.45, -0.12, 0.04, -0.14, -0.11, -0.50, 0.23, 0.23, 0.21, 0.21, 0.50], "smiles": "C=C1OCC(=S)N1O", "e_above_lowest_kj_mol": 331.5, "largest_force_ev_per_a": 2.8, "e_homo_ev": -8.62, "homo_lumo_gap_ev": 8.9978}

{"formula": "C4H5NO2S", "method": "ωB97M-V/def2-TZVPD", "elements": ["C", "C", "C", "C", "N", "O", "O", "S", "H", "H", "H", "H", "H"], "xyz": [[0.89, -1.68, 2.21], [0.74, -0.73, 1.36], [0.58, -0.01, 0.30], [1.56, 1.08, -0.14], [-2.03, -0.46, 0.15], [-0.98, 0.86, -1.63], [-0.50, -1.61, -1.57], [-0.76, -0.33, -0.89], [1.06, 2.01, 0.20], [1.65, 1.00, -1.30], [2.61, 1.03, 0.45], [-2.88, 0.10, 0.03], [-1.95, -1.26, 0.83]], "nbo_charge": [0.19, -0.46, -0.06, -0.67, -1.11, -0.92, -0.88, 2.26, 0.26, 0.26, 0.26, 0.44, 0.43], "e_above_lowest_kj_mol": 650.8, "largest_force_ev_per_a": 3.0, "e_homo_ev": -10.35, "homo_lumo_gap_ev": 8.2553}

{"formula": "C4H5NO2S2", "method": "ωB97M-V/def2-TZVPD", "elements": ["O", "S", "O", "C", "C", "N", "C", "C", "S", "H", "H", "H", "H", "H"], "xyz": [[-2.06, -2.01, 1.23], [-1.46, -1.39, 0.07], [-1.70, -1.89, -1.21], [0.35, -1.14, 0.10], [0.52, 0.30, -0.43], [-0.67, 1.13, -0.30], [-1.69, 0.50, 0.02], [-3.06, 1.35, 0.13], [-4.49, 0.70, -0.08], [0.88, -2.07, -0.35], [0.63, -1.00, 1.17], [1.26, 0.88, 0.07], [0.92, 0.26, -1.47], [-3.00, 2.39, 0.67]], "nbo_charge": [-0.89, 2.13, -0.93, -0.69, -0.27, -0.35, -0.03, -0.36, 0.18, 0.28, 0.24, 0.22, 0.23, 0.23], "smiles": "O=S1(=O)CCN=C1C=S", "e_above_lowest_kj_mol": 309.8, "largest_force_ev_per_a": 3.2, "e_homo_ev": -9.18, "homo_lumo_gap_ev": 8.1694}

{"formula": "C4H5NO3", "method": "ωB97M-V/def2-TZVPD", "elements": ["C", "C", "N", "C", "O", "C", "O", "O", "H", "H", "H", "H", "H"], "xyz": [[1.61, 1.66, 0.15], [0.72, 0.66, 0.10], [-0.70, 1.10, 0.03], [-2.01, 0.57, 0.01], [-2.26, -0.60, -0.42], [0.94, -0.87, -0.05], [2.08, -1.10, -0.40], [-0.15, -1.65, 0.58], [2.84, 1.54, -0.21], [1.41, 2.80, -0.14], [-0.68, 2.05, 0.30], [-2.65, 1.55, 0.09], [-0.96, -1.04, 0.35]], "nbo_charge": [-0.42, 0.03, -0.62, 0.51, -0.59, 0.76, -0.51, -0.69, 0.26, 0.23, 0.39, 0.17, 0.49], "smiles": "C=C(NC=O)C(=O)O", "e_above_lowest_kj_mol": 350.0, "largest_force_ev_per_a": 5.4, "e_homo_ev": -10.00, "homo_lumo_gap_ev": 9.5912}

{"formula": "C4H5NO3", "method": "ωB97M-V/def2-TZVPD", "elements": ["C", "C", "C", "C", "N", "O", "O", "O", "H", "H", "H", "H", "H"], "xyz": [[0.03, -0.27, -1.48], [-1.29, -0.16, 0.85], [-0.49, -1.38, 0.96], [-0.51, -0.56, -0.25], [1.60, 1.45, -0.20], [2.37, 1.45, -1.11], [1.05, -0.75, -1.98], [1.36, 2.12, 0.76], [-0.58, 0.67, -2.01], [-2.33, 0.14, 0.68], [-0.93, 0.83, 1.39], [0.55, -1.18, 1.47], [-0.83, -2.37, 0.95]], "nbo_charge": [0.25, -0.48, -0.44, 0.07, 0.52, -0.24, -0.49, -0.28, 0.11, 0.26, 0.24, 0.24, 0.24], "e_above_lowest_kj_mol": 796.7, "largest_force_ev_per_a": 5.5, "e_homo_ev": [-9.08, -9.79], "homo_lumo_gap_ev": [7.6438, 8.4199]}

{"formula": "C4H5NOS", "method": "ωB97M-V/def2-TZVPD", "elements": ["O", "C", "N", "C", "C", "C", "S", "H", "H", "H", "H", "H"], "xyz": [[-2.95, -0.19, 0.10], [-1.81, 0.08, 0.10], [-0.78, -0.86, -0.03], [0.56, -0.50, -0.33], [1.19, 0.15, 0.67], [0.57, 1.05, -0.23], [-1.00, 1.80, 0.04], [-1.16, -1.87, -0.15], [1.15, -0.99, -1.00], [0.69, 0.06, 1.59], [2.39, -0.25, 0.31], [1.16, 1.55, -1.07]], "nbo_charge": [-0.57, 0.60, -0.66, -0.06, -0.40, -0.42, 0.18, 0.42, 0.21, 0.24, 0.21, 0.25], "smiles": "O=C1N[C@@H]2C[C@@H]2S1", "e_above_lowest_kj_mol": 275.5, "largest_force_ev_per_a": 8.3, "e_homo_ev": -9.19, "homo_lumo_gap_ev": 9.7486}

{"formula": "C4H5NOS", "method": "ωB97M-V/def2-TZVPD", "elements": ["C", "C", "C", "C", "N", "O", "S", "H", "H", "H", "H", "H"], "xyz": [[1.51, -1.38, 0.17], [2.16, -0.30, -0.13], [-0.43, 0.47, 0.06], [-1.71, 1.16, -0.11], [-0.27, -0.81, 0.30], [-1.21, -1.56, 0.65], [1.19, 1.19, -0.27], [1.55, -2.48, 0.34], [3.11, -0.33, -0.58], [-2.30, 1.21, 0.76], [-1.45, 2.19, -0.28], [-2.15, 0.65, -0.91]], "nbo_charge": [-0.06, -0.41, 0.01, -0.65, 0.10, -0.51, 0.31, 0.26, 0.25, 0.24, 0.23, 0.24], "e_above_lowest_kj_mol": 421.7, "largest_force_ev_per_a": 5.4, "e_homo_ev": -8.00, "homo_lumo_gap_ev": 8.6921}

{"formula": "C4H5NOS", "method": "ωB97M-V/def2-TZVPD", "elements": ["C", "C", "C", "S", "H", "H", "H", "H", "N", "C", "O", "H"], "xyz": [[0.20, -0.99, 0.81], [0.59, -0.93, -0.48], [1.75, -0.11, -0.91], [2.28, 1.19, -0.10], [-0.69, -1.53, 1.06], [0.72, -0.56, 1.54], [-0.11, -1.44, -1.10], [2.25, -0.30, -1.91], [-1.39, 1.76, 0.40], [-1.84, 0.76, -0.03], [-2.47, 0.01, -0.60], [-1.28, 2.13, 1.34]], "nbo_charge": [-0.29, -0.30, -0.31, 0.06, 0.20, 0.19, 0.23, 0.22, -0.77, 0.85, -0.52, 0.43], "smiles": "C=CC=S.N=C=O", "e_above_lowest_kj_mol": 207.7, "largest_force_ev_per_a": 3.9, "e_homo_ev": [-8.82, -8.82], "homo_lumo_gap_ev": [8.0074, 8.0079]}

{"formula": "C4H5NOS", "method": "ωB97M-V/def2-TZVPD", "elements": ["C", "C", "C", "C", "N", "O", "S", "H", "H", "H", "H", "H"], "xyz": [[0.68, 0.90, 0.86], [0.62, 0.59, -0.58], [-0.22, -0.86, 2.21], [-0.79, 0.06, -1.09], [0.04, 0.12, 1.63], [0.84, -1.64, -2.20], [0.37, -1.32, -0.84], [1.11, 1.86, 1.33], [1.20, 0.97, -1.45], [-1.19, -1.19, 2.62], [-0.90, 0.25, -2.14], [-1.75, 0.27, -0.37]], "nbo_charge": [-0.11, -0.39, 0.02, -0.61, -0.30, -0.96, 1.18, 0.22, 0.27, 0.19, 0.25, 0.24], "e_above_lowest_kj_mol": 509.4, "largest_force_ev_per_a": 4.8, "e_homo_ev": -7.64, "homo_lumo_gap_ev": 8.1465}